C13H35N9O26S2 as an isolated structure. Source: the OMol25 dataset; level of theory: wB97M-V/def2-TZVPD.

```
85
C13H35N9O26S2 wB97M-V/def2-TZVPD
C 4.46032 0.69874 2.15674
N 5.15338 -0.04147 1.04308
O 6.17544 0.38561 0.47956
O 4.50570 -1.04559 0.74949
H 4.85922 1.70731 2.26526
H 4.60410 0.19364 3.11189
H 3.40379 0.82765 1.92176
C 0.36621 1.19761 4.81618
N 0.39608 2.35181 3.84808
O -0.64507 2.71719 3.38929
O 1.48844 2.78784 3.48423
H 0.19348 0.42707 4.06482
H -0.49161 1.50318 5.41524
H 1.33644 1.09314 5.30182
C -1.60865 -3.13119 -2.18676
N -2.12896 -1.90433 -2.92074
O -1.31342 -1.24672 -3.52501
O -3.32683 -1.69409 -2.97009
H -2.06590 -3.97391 -2.70527
H -1.96428 -3.15894 -1.15678
H -0.54306 -3.29342 -2.34893
C 3.13937 4.08702 0.10367
N 2.46165 3.06528 -0.71192
O 2.91210 1.91888 -0.55639
O 1.56520 3.36413 -1.42883
H 3.98228 3.59322 0.58716
H 2.44236 4.52189 0.82003
H 3.45310 4.89987 -0.55127
C -5.34208 0.50433 -1.34981
N -4.22950 0.87207 -0.40952
O -4.53037 1.74920 0.38138
O -3.15684 0.31914 -0.41115
H -5.99036 -0.22352 -0.86190
H -4.89528 0.01185 -2.21348
H -5.87897 1.36595 -1.74663
C 0.06036 0.90244 0.28602
N -0.05628 -0.59998 0.41686
O 0.04862 -1.38046 -0.49541
O -0.08143 -0.97959 1.58265
H 0.72251 1.22817 1.08823
H -0.92901 1.29998 0.51233
H 0.41133 1.07044 -0.73216
C -3.11820 0.40695 2.64888
N -3.01746 -0.36500 3.97784
O -3.79523 -0.07826 4.90823
O -2.26520 -1.35009 3.98459
H -2.29763 1.08577 2.41655
H -4.04137 0.98381 2.70444
H -3.24393 -0.42286 1.95339
C 1.01507 2.24021 -4.44978
N 2.49523 2.30808 -4.58949
O 3.10657 3.07991 -3.86183
O 3.00327 1.59939 -5.40060
H 0.52436 1.70184 -5.26063
H 0.80849 3.30851 -4.51440
H 0.96129 1.77856 -3.46384
C -2.01791 3.77663 0.63858
N -2.19884 5.22573 0.65593
O -3.33447 5.62212 0.89129
O -1.25517 5.93345 0.37140
H -1.04188 3.33932 0.42829
H -2.71696 3.46659 -0.13815
H -2.34837 3.30831 1.56572
C -1.75825 -4.75973 3.24434
C -0.85627 -3.90159 2.29498
O -0.22714 -4.81502 1.50791
S -1.37132 -5.89549 1.01106
O -0.75428 -7.23126 0.92418
O -2.17998 -5.39775 -0.11817
O -2.28766 -5.77963 2.41184
H -2.58724 -4.16590 3.62936
H -1.26183 -5.28183 4.06232
H -0.06003 -3.32351 2.76396
H -1.42873 -3.24263 1.64218
C 2.75387 -1.68870 -2.26508
C 3.93254 -1.76205 -3.27507
O 3.39654 -2.69047 -4.23369
S 1.80769 -2.36449 -4.53473
O 1.14807 -3.53258 -5.11487
O 1.64702 -1.05684 -5.13809
O 1.56246 -2.26965 -2.92797
H 2.57029 -0.62022 -2.15221
H 2.88212 -2.14582 -1.28391
H 4.78247 -2.26308 -2.81173
H 4.10404 -0.75183 -3.64675
```

The expectation value of S² is 0.75. Its spin multiplicity is 2. Its HOMO energy (spin up / spin down) is -1.44 / -5.60 eV. For the lowest unoccupied orbital energy (spin up / spin down), the calculation gives 1.51 / 1.52 eV. Its charge is -1.